1.
This record from the OMol25 dataset describes a molecular structure, C40H45AsHfN6PS in a non-equilibrium geometry. The level of theory is the ωB97M-V functional and the def2-TZVPD basis.

The relative energy (zero: lowest compared OMol25 entry of this formula, charge and spin) is 0.0000 eV. As for the molecular weight: 926.30 u. For the LUMO energy, the calculation gives -8.4412 eV. The calculated total energy comes out at -133401.8430 eV. The gap between HOMO and LUMO comes out at 7.05 eV. The HOMO energy is -15.4954 eV. The total charge is +3.

CARTESIAN COORDINATES (ANGSTROEM)
Hf1 -0.12595 1.13252 0.18777
C1 -4.10890 3.23831 -0.67813
C2 -4.26195 4.11275 0.38256
C3 -3.41745 3.97629 1.47010
C4 -2.45451 2.97959 1.46043
N1 -2.26798 2.15229 0.41749
C5 -3.10112 2.29636 -0.62961
C6 -1.56710 2.74344 2.62029
C7 -1.86233 3.25596 3.87339
C8 -1.02893 2.95928 4.93469
C9 0.04121 2.10946 4.72037
C10 0.26443 1.60151 3.45049
N2 -0.49992 1.95123 2.39646
C11 1.35908 0.64022 3.18375
C12 2.10015 0.06554 4.20392
C13 3.16845 -0.76037 3.88685
C14 3.48093 -0.94813 2.55489
C15 2.68044 -0.35108 1.59656
N3 1.60540 0.39344 1.88380
H1 -4.74035 3.29767 -1.55348
H2 -5.01682 4.88739 0.36640
H3 -3.50193 4.65023 2.30878
H4 -2.93142 1.63197 -1.46118
H5 -2.73752 3.86879 4.02239
H6 -1.22141 3.36717 5.91800
H7 0.69951 1.85555 5.53639
H8 1.86310 0.26159 5.23844
H9 3.75643 -1.21739 4.67159
H10 4.32738 -1.54429 2.24402
H11 2.93098 -0.47494 0.55915
N4 1.85698 2.39960 0.10645
C16 2.95828 2.13109 -0.83872
C17 4.00481 3.04310 -0.87598
C18 5.02360 2.88439 -1.79943
C19 4.98633 1.83004 -2.70401
C20 3.94261 0.92529 -2.66162
C21 2.92604 1.04202 -1.70547
P1 1.53245 -0.11287 -1.65744
C22 2.13098 -1.76202 -1.17187
C23 1.24215 -2.65096 -0.56828
C24 1.66262 -3.91904 -0.19437
C25 2.97619 -4.31091 -0.41296
C26 3.86758 -3.43250 -1.01435
C27 3.44696 -2.16656 -1.39697
C28 1.05125 -0.28849 -3.39373
C29 0.89605 -1.55094 -3.96042
C30 0.52452 -1.67074 -5.29271
C31 0.31238 -0.53636 -6.06135
C32 0.48046 0.72490 -5.50240
C33 0.85150 0.85054 -4.17410
H12 1.53172 3.34015 -0.11554
H13 2.26202 2.45626 1.03850
H14 4.01283 3.88942 -0.19896
H15 5.83428 3.59981 -1.82944
H16 5.76375 1.72485 -3.44826
H17 3.89389 0.13057 -3.39603
H18 0.21379 -2.35085 -0.40667
H19 0.96635 -4.61100 0.26320
H20 3.30483 -5.30067 -0.12521
H21 4.89067 -3.73386 -1.19574
H22 4.16115 -1.49923 -1.85986
H23 1.06820 -2.44357 -3.37291
H24 0.41786 -2.65308 -5.73352
H25 0.03610 -0.63244 -7.10295
H26 0.33497 1.61048 -6.10630
H27 1.00143 1.83825 -3.75992
C34 -4.18891 -1.41168 0.30293
As1 -3.23360 -1.65374 -1.34145
C35 -2.72046 -3.49204 -1.48842
C36 -4.43912 -1.28467 -2.77645
S1 -1.52856 -0.41006 -1.59670
H28 -5.03689 -2.09551 0.33290
H29 -4.54767 -0.38507 0.35275
H30 -3.52471 -1.60371 1.14261
H31 -3.61042 -4.12081 -1.49089
H32 -2.07572 -3.75818 -0.65538
H33 -2.17421 -3.61779 -2.42155
H34 -5.24404 -2.01902 -2.75311
H35 -3.89657 -1.35064 -3.71736
H36 -4.84515 -0.28256 -2.65588
C37 -2.03036 -3.60824 2.98177
N5 -1.53706 -2.25042 3.24651
C38 -1.31700 -1.85489 4.64606
C39 -1.25776 -1.42478 2.28598
N6 -0.96849 -0.65702 1.46282
H37 -1.32629 -4.33563 3.38398
H38 -2.12395 -3.75749 1.91082
H39 -3.00223 -3.74234 3.45493
H40 -0.57746 -2.51438 5.09855
H41 -2.25611 -1.92573 5.19275
H42 -0.95867 -0.82848 4.67599
C40 -0.31050 2.65219 -1.44187
H43 -1.01678 2.33084 -2.21206
H44 0.62561 2.84999 -1.97171
H45 -0.67637 3.62485 -1.08574

Löwdin population analysis, charges in e, atoms 1 to 6: number 1, Hf, carries 1.37; number 2, C, carries 0.00; number 3, C, carries 0.01; number 4, C, carries 0.03; number 5, C, carries -0.20; number 6, N, carries -0.02

***

2.
This record from the OMol25 dataset describes 2 unconnected molecules or ions with the total composition C4H8O2. The level of theory is the ωB97M-V functional and the def2-TZVPD basis.

Its SMILES is C/C=C\O.C=O. The relative energy (zero: lowest compared OMol25 entry of this formula, charge and spin) is 2.2357 eV. As for the molecular weight: 88.11 u. For the LUMO energy, the calculation gives 0.6701 eV. The calculated total energy comes out at -8371.0461 eV. The gap between HOMO and LUMO comes out at 9.72 eV. The HOMO energy is -9.0457 eV.

CARTESIAN COORDINATES (ANGSTROEM)
C1 -1.32852 0.77341 0.78855
C2 -0.39486 0.91935 -0.38098
C3 -0.17671 0.00841 -1.33082
O1 -0.73167 -1.23098 -1.42983
H1 -1.63764 -0.26535 0.96471
H2 -0.84947 1.11895 1.71087
H3 -2.24130 1.36653 0.65363
H4 0.15808 1.85050 -0.46410
H5 0.52158 0.17898 -2.14515
H6 -1.40945 -1.32972 -0.74775
C4 2.01855 -0.84659 0.59176
O2 2.82299 -0.04578 0.99373
H7 1.12341 -1.13641 1.17889
H8 2.12500 -1.36132 -0.38351

Löwdin population analysis, charges in e, atoms 1 to 6: number 1, C, carries -0.10; number 2, C, carries -0.17; number 3, C, carries -0.25; number 4, O, carries 0.00; number 5, H, carries 0.06; number 6, H, carries 0.08

***

3.
This record from the OMol25 dataset describes 3 unconnected molecules or ions with the total composition C4H14O2 in a non-equilibrium geometry. The level of theory is the ωB97M-V functional and the def2-TZVPD basis.

Its SMILES is CC(C)C.O.O. The relative energy (zero: lowest compared OMol25 entry of this formula, charge and spin) is 0.3995 eV. As for the molecular weight: 94.15 u. For the LUMO energy, the calculation gives 0.4112 eV. The calculated total energy comes out at -8469.9600 eV. The gap between HOMO and LUMO comes out at 11.01 eV. The HOMO energy is -10.5999 eV.

CARTESIAN COORDINATES (ANGSTROEM)
C1 -0.01538 -0.41415 -2.01848
C2 1.10454 -0.80471 -1.04090
C3 2.03184 0.41257 -0.81371
C4 0.46073 -1.27022 0.27463
H1 -0.78167 -1.19555 -2.01137
H2 -0.49400 0.51596 -1.71455
H3 0.39415 -0.36787 -3.03325
H4 1.66569 -1.66821 -1.49442
H5 2.76651 0.06322 -0.03243
H6 1.52477 1.31137 -0.45547
H7 2.64001 0.64550 -1.73761
H8 -0.12346 -2.15039 0.06505
H9 1.13372 -1.54935 1.06267
H10 -0.20201 -0.55835 0.71271
O1 -2.58866 0.89428 2.95714
H11 -3.54157 1.02635 2.95985
H12 -2.41838 0.29039 3.68612
O2 -1.05342 1.32599 0.70335
H13 -1.44108 1.28359 1.59339
H14 -1.06233 2.20960 0.33730

Löwdin population analysis, charges in e, atoms 1 to 6: number 1, C, carries -0.10; number 2, C, carries -0.47; number 3, C, carries -0.10; number 4, C, carries -0.10; number 5, H, carries 0.07; number 6, H, carries 0.06

***

4.
This record from the OMol25 dataset describes a single CH3O4P molecule in a non-equilibrium geometry. The level of theory is the ωB97M-V functional and the def2-TZVPD basis.

The relative energy (zero: lowest compared OMol25 entry of this formula, charge and spin) is 7.2372 eV. As for the molecular weight: 110.00 u. For the LUMO energy, the calculation gives 0.4054 eV. The calculated total energy comes out at -18558.9355 eV. The gap between HOMO and LUMO comes out at 10.05 eV. The HOMO energy is -9.6431 eV.

CARTESIAN COORDINATES (ANGSTROEM)
C1 0.07147 -0.28622 0.00274
O1 -2.54826 -1.04285 3.58972
O2 -1.48713 -1.74350 3.04542
O3 -2.73905 -0.00110 2.58657
O4 -0.66749 -0.08800 1.19707
P1 -1.98975 -1.06240 1.56674
H1 -0.28263 0.44115 -0.68637
H2 -0.00554 -1.18667 -0.47906
H3 1.08505 -0.16761 0.13451

Löwdin population analysis, charges in e, atoms 1 to 6: number 1, C, carries -0.15; number 2, O, carries -0.17; number 3, O, carries -0.25; number 4, O, carries -0.23; number 5, O, carries -0.34; number 6, P, carries 0.95

***

5.
This record from the OMol25 dataset describes 12 unconnected molecules or ions with the total composition C42H76BCl4O32 in a non-equilibrium geometry. The level of theory is the ωB97M-V functional and the def2-TZVPD basis.

The multiplicity is 2. As for the molecular weight: 1245.66 u. For the LUMO energy (spin up / spin down), the calculation gives -1.3580 / -7.3639 eV. The calculated total energy comes out at -161071.5067 eV. The gap between HOMO and LUMO (spin up / spin down) comes out at 8.26 / 2.26 eV. The HOMO energy (spin up / spin down) is -9.6227 / -9.6217 eV.

CARTESIAN COORDINATES (ANGSTROEM)
O1 -2.43092 -2.58666 0.60706
C1 -1.89347 -1.59094 0.24911
O2 -0.98360 -1.51214 -0.73627
B1 -0.50776 -0.12300 -0.63965
O3 -1.31655 0.66539 0.27880
C2 -2.17804 -0.18056 0.85339
O4 -2.96635 0.08215 1.77720
O5 -0.56005 0.44905 -2.00209
C3 0.64725 0.81157 -2.46951
O6 0.91631 1.25859 -3.58204
C4 1.67237 0.39137 -1.37175
O7 0.95307 -0.03806 -0.32914
O8 2.90091 0.36323 -1.55938
C5 6.31600 -0.17688 -3.24392
Cl1 6.12932 -1.88449 -3.78820
Cl2 6.82454 0.91829 -4.60238
H1 5.38348 0.19324 -2.81790
H2 6.97979 -0.13239 -2.38049
C6 -3.31105 3.54359 1.29585
Cl3 -3.33935 5.15834 0.58244
Cl4 -3.76759 3.59137 3.05785
H3 -4.05411 2.98742 0.72432
H4 -2.30422 3.12975 1.23978
C7 5.55513 1.18707 0.61972
C8 4.51608 1.91936 1.42023
O9 5.09884 2.57762 2.54695
C9 4.95769 2.07859 3.77792
O10 4.23588 1.12982 4.12117
O11 5.79454 2.73669 4.57488
C10 5.69129 2.55895 5.93825
H5 6.31875 0.70860 1.23296
H6 6.01545 1.86574 -0.09834
H7 5.04272 0.41969 0.03950
H8 3.67565 1.28722 1.70692
H9 4.20573 2.72532 0.75526
H10 6.22044 3.39594 6.39382
H11 6.07388 1.59468 6.27278
H12 4.69264 2.69404 6.35365
C11 -1.07585 -4.93653 -3.00769
C12 -0.14546 -4.22574 -2.08282
O12 1.20524 -4.69629 -2.13815
C13 1.69330 -5.64947 -1.30320
O13 2.89042 -5.98019 -1.20588
O14 0.76988 -6.02434 -0.47536
C14 1.08675 -6.66907 0.74550
H13 -0.69426 -4.96527 -4.02830
H14 -2.09347 -4.55431 -3.08810
H15 -1.18479 -5.98641 -2.73564
H16 -0.60153 -4.19146 -1.09342
H17 -0.18664 -3.18145 -2.39243
H18 1.32775 -7.70478 0.50607
H19 0.21779 -6.63006 1.40238
H20 1.97236 -6.25038 1.22351
C15 -7.84837 5.25780 3.17448
C16 -7.20920 4.15987 2.29682
O15 -7.37041 2.91131 2.89378
C17 -6.81459 1.85511 2.39378
O16 -6.23507 1.75479 1.31560
O17 -6.83179 0.85006 3.31951
C18 -6.09327 -0.35292 3.19553
H21 -7.72889 6.25288 2.74596
H22 -7.50209 5.27236 4.20791
H23 -8.91749 5.04664 3.15224
H24 -6.15848 4.43091 2.19370
H25 -7.67199 4.16301 1.30995
H26 -6.73314 -1.23517 3.17786
H27 -5.30716 -0.45850 3.94319
H28 -5.36791 -0.32512 2.38239
C19 5.96139 -4.20735 0.27308
C20 5.88579 -2.67725 0.10574
O18 5.33221 -2.01928 1.24347
C21 4.01859 -2.11036 1.69915
O19 3.58008 -1.62516 2.74332
O20 3.25479 -2.66258 0.74168
C22 1.85017 -2.84619 0.81007
H29 4.99496 -4.66868 0.06988
H30 6.28822 -4.59871 1.23646
H31 6.69260 -4.64160 -0.40873
H32 5.22655 -2.52428 -0.74871
H33 6.85185 -2.30536 -0.23564
H34 1.56991 -3.60556 1.54007
H35 1.37821 -3.04859 -0.15137
H36 1.35488 -1.93664 1.14991
C23 -5.84918 -3.82612 2.02613
C24 -5.99247 -4.17061 3.52215
O21 -6.90256 -5.22727 3.79523
C25 -8.22974 -5.26193 3.48529
O22 -8.80865 -4.49935 2.71886
O23 -8.72864 -6.34694 4.10900
C26 -10.05663 -6.74641 3.89006
H37 -5.09695 -3.05241 1.87247
H38 -6.80206 -3.64847 1.52758
H39 -5.45548 -4.68457 1.48192
H40 -6.31254 -3.27149 4.04870
H41 -5.04262 -4.39026 4.00964
H42 -10.58396 -5.97981 4.45780
H43 -10.26203 -7.70463 4.36728
H44 -10.29086 -6.68966 2.82704
C27 -2.13950 0.82956 4.95477
C28 -0.91592 0.27126 4.35251
O24 -0.23903 1.19800 3.53975
C29 1.10384 1.00212 3.32201
O25 1.84516 0.14920 3.80518
O26 1.63255 1.94438 2.35566
C30 0.78841 2.86783 1.67687
H45 -2.93750 0.76934 4.21472
H46 -2.09575 1.84900 5.33808
H47 -2.47161 0.23968 5.80908
H48 -0.98119 -0.71030 3.88307
H49 -0.30230 0.17656 5.24840
H50 0.14948 3.39923 2.38219
H51 0.06270 2.27634 1.11868
H52 1.28824 3.56924 1.00882
O27 1.90869 5.15087 -1.11438
C31 0.94057 5.60929 -0.52035
O28 -0.31572 5.05532 -0.65131
C32 -0.60351 3.86733 -1.41380
C33 -0.55209 4.31112 -2.88041
C34 0.96241 6.87158 0.35451
H53 -1.63634 3.62609 -1.16245
H54 0.03764 3.01650 -1.18336
H55 -1.24353 5.14323 -3.01315
H56 -0.83042 3.43815 -3.47079
H57 0.45433 4.63437 -3.14637
H58 0.10916 7.47540 0.04553
H59 1.94378 7.34472 0.32083
H60 0.83118 6.72046 1.42599
O29 5.65144 5.22496 -6.28488
C35 5.52173 4.02866 -6.36419
O30 4.89270 3.28508 -5.37644
C36 4.30087 3.95124 -4.21251
C37 3.13690 3.12593 -3.78202
C38 6.06588 3.21349 -7.53868
H61 3.96272 4.98635 -4.26060
H62 5.07373 4.00008 -3.44542
H63 3.48987 2.11496 -3.57847
H64 2.46044 3.02204 -4.63038
H65 2.69054 3.55049 -2.88279
H66 5.55123 3.53659 -8.44359
H67 5.98266 2.12697 -7.51355
H68 7.11541 3.48310 -7.65666
O31 1.26124 -2.32374 -6.33710
C39 1.10460 -2.02899 -5.12790
O32 -0.04940 -1.80520 -4.51826
C40 -1.23931 -1.91029 -5.29858
C41 -2.11112 -0.78093 -4.81093
C42 2.27249 -2.01112 -4.17181
H69 -1.75495 -2.83715 -5.04731
H70 -1.04319 -1.77769 -6.36256
H71 -2.99282 -0.82069 -5.45057
H72 -1.66523 0.20195 -4.96329
H73 -2.41263 -0.87269 -3.76748
H74 2.59868 -0.97109 -4.17809
H75 3.05433 -2.72037 -4.44346
H76 1.86530 -2.24512 -3.18818

Löwdin population analysis, charges in e, atoms 1 to 6: number 1, O, carries 0.18; number 2, C, carries -0.36; number 3, O, carries 0.21; number 4, B, carries -0.92; number 5, O, carries 0.22; number 6, C, carries -0.28